{"formula": "C25H22Br2F40O3PS", "method": "ωB97M-V/def2-TZVPD", "e_homo_ev": -13.08, "energy_ev": -301323.67891, "max_force_ev_per_a": 1.49, "molar_mass_g_mol": 1353.22, "gap_ev": 10.4119, "multiplicity": 1, "lumo_ev": -2.7, "charge": 1, "species": ["F", "C", "F", "Br", "C", "F", "Br", "C", "C", "P", "C", "C", "C", "F", "F", "C", "F", "F", "C", "F", "F", "C", "F", "F", "S", "F", "F", "F", "F", "F", "H", "H", "H", "H", "H", "H", "H", "H", "H", "H", "C", "C", "C", "F", "F", "F", "F", "O", "C", "C", "F", "F", "F", "F", "H", "H", "H", "H", "C", "C", "C", "F", "F", "F", "F", "O", "C", "C", "F", "F", "F", "F", "H", "H", "H", "H", "C", "C", "C", "F", "F", "F", "F", "O", "C", "C", "F", "F", "F", "F", "H", "H", "H", "H"], "xyz": [[3.6491, -0.4002, 1.0790], [3.4064, 0.6172, 0.2402], [4.5716, 1.2401, 0.0467], [2.2477, 1.9351, 1.0761], [2.7756, 0.0547, -1.1041], [1.6528, 0.7332, -1.4350], [4.0366, 0.3374, -2.5712], [2.5076, -1.4233, -1.0632], [1.4970, -1.8826, -0.0048], [-0.2233, -1.5483, -0.4893], [-1.3449, -2.3197, 0.7046], [-1.7342, -1.5916, 2.0141], [-1.5200, -0.1048, 2.1575], [-1.4959, 0.0876, 3.5191], [-0.3027, 0.2829, 1.7149], [-2.6549, 0.8761, 1.6937], [-2.4990, 2.0031, 2.4264], [-3.8491, 0.3376, 2.0178], [-2.6668, 1.3690, 0.1985], [-1.4224, 1.5991, -0.2584], [-3.3123, 2.5551, 0.1967], [-3.5351, 0.4243, -0.7133], [-4.8187, 0.7789, -0.5375], [-3.4163, -0.8634, -0.3003], [-3.1670, 0.5019, -2.5832], [-4.6482, 0.8068, -2.9383], [-3.4890, -1.0505, -2.7098], [-1.6592, 0.1276, -2.2381], [-2.8628, 2.0220, -2.4609], [-2.7726, 0.5278, -4.0869], [3.4491, -1.9104, -0.8555], [2.1821, -1.7757, -2.0309], [1.5384, -2.9532, 0.1475], [1.6197, -1.4295, 0.9727], [-0.4145, -2.1881, -1.7085], [-0.3330, -0.1686, -0.6257], [-2.2363, -2.6126, 0.1681], [-0.8719, -3.2571, 0.9654], [-1.1748, -2.0383, 2.8208], [-2.7638, -1.8119, 2.2481], [7.2628, 5.9923, -0.8779], [6.1832, 5.2637, -1.7024], [6.0847, 3.7403, -1.5866], [7.1954, 3.1206, -2.0208], [5.0542, 3.3121, -2.3609], [6.2723, 5.6242, -2.9977], [4.9845, 5.7248, -1.2388], [8.4605, 6.3994, -1.5237], [9.5752, 5.5943, -1.6191], [9.9436, 5.2961, -3.0763], [8.9350, 4.6676, -3.7094], [11.0258, 4.4869, -3.0950], [9.4579, 4.4675, -0.8890], [10.6077, 6.2904, -1.1011], [6.7940, 6.9367, -0.6068], [7.4657, 5.4807, 0.0629], [5.8900, 3.4412, -0.5534], [10.1729, 6.2241, -3.6035], [-5.3403, 0.7486, 7.9034], [-5.5891, -0.7721, 7.9199], [-4.9377, -1.6060, 9.0274], [-3.5935, -1.5586, 8.9652], [-5.3111, -2.8966, 8.8703], [-5.2925, -1.2950, 6.7071], [-6.9289, -0.9267, 8.1026], [-4.3752, 1.2728, 6.9971], [-3.0427, 1.4167, 7.3121], [-2.1537, 0.5745, 6.3936], [-2.4519, -0.7375, 6.4862], [-0.8580, 0.7341, 6.7503], [-2.7915, 1.1812, 8.6115], [-2.7172, 2.7053, 7.0721], [-6.2763, 1.1653, 7.5358], [-5.2113, 1.1496, 8.9080], [-5.2669, -1.2645, 10.0123], [-2.2824, 0.8902, 5.3645], [-2.5791, -4.8954, -4.3635], [-1.4638, -3.8309, -4.3642], [-1.7902, -2.4267, -4.8795], [-2.1157, -2.4309, -6.1747], [-0.6803, -1.6537, -4.7228], [-0.3686, -4.3117, -4.9675], [-1.1130, -3.6366, -3.0335], [-2.5905, -5.8653, -5.3920], [-3.2478, -5.6784, -6.5972], [-2.2823, -5.7217, -7.7866], [-1.3429, -4.7614, -7.6728], [-2.9809, -5.5044, -8.9184], [-3.9983, -4.5606, -6.5926], [-4.0886, -6.7173, -6.7453], [-2.3828, -5.4866, -3.4691], [-3.5620, -4.4476, -4.2137], [-2.6024, -1.9820, -4.3012], [-1.7925, -6.6961, -7.8389]], "lowdin_charge": [0.055, -0.895, -0.006, 0.904, -0.813, -0.069, 0.929, -0.241, -0.276, 1.137, -0.260, -0.074, -0.417, 0.100, 0.047, -0.323, 0.164, 0.166, -0.347, 0.117, 0.166, -0.376, 0.153, 0.091, 0.742, -0.080, -0.145, -0.193, -0.074, -0.069, 0.125, 0.112, 0.106, 0.091, 0.040, 0.023, 0.084, 0.104, 0.138, 0.137, -0.037, -0.439, -0.314, 0.104, 0.040, 0.141, 0.100, 0.048, -0.539, -0.288, 0.102, 0.103, 0.150, 0.149, 0.149, 0.147, 0.162, 0.177, -0.033, -0.441, -0.308, 0.099, 0.099, 0.125, 0.107, 0.045, -0.539, -0.297, 0.101, 0.104, 0.160, 0.148, 0.148, 0.148, 0.175, 0.145, -0.044, -0.413, -0.320, 0.129, 0.085, 0.153, 0.032, 0.049, -0.533, -0.287, 0.102, 0.112, 0.155, 0.157, 0.148, 0.149, 0.134, 0.178]}

{"formula": "C25H22BrIN3NdO5S", "method": "ωB97M-V/def2-TZVPD", "e_homo_ev": [-9.18, -9.18], "energy_ev": -145249.35952, "max_force_ev_per_a": 2.85, "molar_mass_g_mol": 827.58, "gap_ev": [8.9181, 8.9357], "s_squared": 3.75, "multiplicity": 4, "lumo_ev": [-0.3, -0.2], "species": ["Nd", "O", "C", "O", "C", "C", "C", "C", "C", "N", "C", "O", "O", "H", "H", "H", "C", "C", "N", "C", "C", "C", "S", "N", "C", "O", "C", "C", "C", "C", "C", "C", "H", "H", "H", "H", "H", "H", "H", "H", "H", "H", "H", "H", "H", "H", "H", "Br", "C", "C", "C", "C", "C", "C", "I", "H", "H", "H", "H"], "xyz": [[1.2268, 0.0613, 0.1112], [3.8266, -1.4599, -3.1345], [3.2481, -1.1689, -2.1159], [2.0584, -0.6814, -1.9303], [4.0603, -1.3153, -0.7746], [5.3407, -1.8761, -0.7327], [5.9598, -2.0083, 0.5100], [5.2619, -1.4928, 1.6251], [4.0184, -0.8920, 1.4610], [3.4551, -0.8411, 0.2807], [3.2182, -0.3595, 2.6714], [3.6403, -0.5075, 3.8088], [2.0800, 0.1284, 2.2649], [5.7431, -2.2239, -1.6756], [6.9297, -2.4645, 0.6102], [5.6183, -1.5365, 2.6933], [-3.4798, 3.5131, -2.5174], [-3.9659, 2.6015, -1.4278], [-3.1613, 1.3365, -1.2343], [-3.8770, 0.0602, -1.5501], [-4.6985, -0.4711, -0.4035], [-2.0954, 1.3855, -0.4789], [-1.5532, -0.1095, 0.1713], [-1.6475, 2.6314, -0.1796], [-0.4084, 2.9280, 0.0264], [0.5859, 2.1529, -0.1039], [-0.1587, 4.3667, 0.4064], [-1.2807, 5.1892, 0.6368], [-1.0606, 6.5421, 0.7505], [0.2631, 7.0438, 0.7159], [1.3321, 6.2107, 0.5804], [1.1382, 4.8769, 0.3521], [-4.0811, 4.3741, -2.5436], [-3.4779, 3.0695, -3.5345], [-2.4598, 3.8122, -2.3240], [-5.0330, 2.2563, -1.6418], [-3.9099, 3.1463, -0.4795], [-3.0725, -0.6441, -1.8666], [-4.4928, 0.3033, -2.3938], [-4.2901, -1.3942, 0.0517], [-5.6974, -0.7694, -0.7825], [-4.8786, 0.2080, 0.3765], [-2.2580, 4.7684, 0.6357], [-1.9098, 7.2424, 0.8921], [0.3674, 8.0971, 0.8592], [2.3754, 6.6046, 0.5857], [1.9159, 4.1374, 0.1528], [2.7736, -7.6102, 0.1669], [1.1401, -6.8167, 0.6765], [0.2619, -7.6941, 1.2898], [-1.0611, -7.2841, 1.6078], [-1.4653, -5.9630, 1.3044], [-0.5320, -5.1191, 0.6945], [0.7343, -5.5426, 0.3323], [2.1056, -4.2973, -0.6534], [0.4361, -8.7409, 1.3768], [-1.7573, -8.0164, 1.8772], [-2.4830, -5.6202, 1.4680], [-0.8684, -4.1272, 0.4542]], "lowdin_charge": [1.756, 0.078, -0.639, -0.244, -0.240, 0.011, -0.008, 0.026, -0.194, -0.025, -0.571, 0.073, -0.224, 0.122, 0.108, 0.141, -0.080, -0.184, -0.107, -0.240, -0.109, -0.722, 0.620, 0.107, -0.438, -0.237, -0.119, -0.026, -0.067, -0.084, -0.096, -0.025, 0.058, 0.091, 0.066, 0.140, 0.108, 0.101, 0.104, 0.069, 0.084, 0.060, 0.093, 0.114, 0.096, 0.124, 0.119, 0.720, -0.762, -0.137, -0.051, -0.063, -0.151, -0.728, 1.020, 0.088, 0.083, 0.105, 0.088]}

{"formula": "C25H22BrN3O4PtS", "method": "ωB97M-V/def2-TZVPD", "e_homo_ev": [-12.88, -12.88], "energy_ev": -123044.95742, "max_force_ev_per_a": 1.30, "molar_mass_g_mol": 735.52, "gap_ev": [2.8743, 2.8761], "multiplicity": 1, "lumo_ev": [-10.0, -10.0], "charge": 2, "species": ["Pt", "C", "C", "C", "C", "C", "Br", "N", "C", "H", "H", "H", "H", "H", "H", "N", "C", "C", "C", "C", "C", "C", "C", "C", "C", "H", "H", "H", "H", "C", "C", "C", "C", "C", "C", "C", "S", "O", "O", "N", "C", "C", "C", "O", "O", "H", "H", "H", "H", "H", "H", "H", "H", "H", "H", "H", "H"], "xyz": [[0.5358, 0.8207, -1.6524], [-1.2289, -2.8714, -5.4263], [-0.1142, -2.0331, -4.8631], [1.1974, -2.1169, -5.3301], [2.2148, -1.3400, -4.7864], [1.8581, -0.4939, -3.7699], [3.0105, 0.6674, -2.8468], [0.6186, -0.3998, -3.3040], [-0.3672, -1.1455, -3.8280], [-0.9500, -3.3000, -6.3862], [-2.1328, -2.2793, -5.5641], [-1.4657, -3.6930, -4.7486], [1.4344, -2.8005, -6.1365], [3.2331, -1.3895, -5.1455], [-1.3521, -1.0134, -3.4012], [-1.9144, 9.9444, -4.2824], [-1.6439, 8.8648, -3.9885], [-1.3054, 7.5249, -3.6277], [0.0201, 7.2417, -3.2352], [0.3475, 5.9663, -2.8850], [-0.6537, 4.9428, -2.9059], [-1.9899, 5.2542, -3.3142], [-2.3056, 6.5294, -3.6754], [-0.3298, 3.6723, -2.4931], [-0.0362, 2.5267, -2.1214], [0.7512, 8.0378, -3.2185], [1.3541, 5.7117, -2.5835], [-2.7318, 4.4681, -3.3355], [-3.3043, 6.7979, -3.9904], [3.4727, -3.5661, 7.0922], [2.2210, -3.1392, 6.3657], [1.1978, -4.0529, 6.1216], [0.0331, -3.6674, 5.4857], [-0.1074, -2.3430, 5.0798], [0.8962, -1.4135, 5.3111], [2.0543, -1.8239, 5.9565], [-1.5802, -1.8525, 4.2888], [-1.4023, -0.4710, 3.8925], [-2.7317, -2.2528, 5.0375], [-1.6431, -2.7832, 2.9361], [-0.8456, -2.3852, 1.7907], [-1.4813, -1.1919, 1.0472], [-0.5990, -0.5267, 0.0961], [-1.1032, -0.0005, -1.0338], [0.6382, -0.3238, 0.2044], [3.6345, -4.6393, 7.0106], [3.3924, -3.3229, 8.1528], [4.3510, -3.0535, 6.7026], [1.3109, -5.0803, 6.4454], [-0.7654, -4.3793, 5.3205], [0.7617, -0.3852, 5.0059], [2.8373, -1.1013, 6.1534], [-2.5882, -3.1038, 2.7685], [-0.7308, -3.2405, 1.1256], [0.1495, -2.1116, 2.1424], [-1.7102, -0.4244, 1.8024], [-2.4116, -1.4591, 0.5436]], "lowdin_charge": [1.386, -0.009, -0.201, 0.048, -0.025, -0.694, 0.976, -0.154, -0.019, 0.095, 0.098, 0.104, 0.144, 0.135, 0.140, 0.245, -0.128, -0.137, 0.025, 0.043, -0.195, 0.044, 0.025, -0.011, -0.180, 0.142, 0.137, 0.138, 0.142, -0.035, -0.252, -0.021, -0.041, -0.306, -0.045, -0.027, 0.653, -0.307, -0.257, -0.134, -0.185, -0.068, -0.509, -0.144, -0.037, 0.081, 0.094, 0.082, 0.122, 0.123, 0.112, 0.121, 0.125, 0.132, 0.128, 0.135, 0.147]}

{"formula": "C25H22Cl2N3O4Pd", "method": "ωB97M-V/def2-TZVPD", "e_homo_ev": -5.58, "energy_ev": -67473.04365, "max_force_ev_per_a": 0.49, "molar_mass_g_mol": 605.79, "gap_ev": 8.0214, "multiplicity": 1, "lumo_ev": 2.4, "charge": -1, "species": ["Pd", "C", "C", "C", "C", "C", "C", "C", "C", "N", "C", "O", "C", "C", "C", "C", "C", "N", "C", "O", "N", "C", "C", "C", "C", "C", "C", "C", "C", "H", "H", "H", "H", "H", "H", "H", "H", "H", "H", "H", "H", "H", "H", "H", "H", "H", "H", "H", "H", "H", "Cl", "C", "Cl", "C", "O", "O", "H"], "xyz": [[0.0646, -0.4969, -0.2036], [3.9381, -0.0045, -1.2902], [3.8516, 0.4551, 0.1365], [4.7209, 1.4137, 0.6425], [4.6148, 1.8432, 1.9567], [3.6380, 1.3049, 2.7795], [2.7571, 0.3384, 2.3063], [1.7132, -0.2661, 3.2016], [2.8718, -0.0751, 0.9776], [1.9281, -0.9949, 0.4594], [2.2518, -2.2892, 0.3313], [3.3168, -2.8492, 0.5836], [1.0871, -3.1079, -0.2061], [1.0875, -4.4714, -0.4290], [-0.0697, -5.0555, -0.9347], [-1.1903, -4.2826, -1.2196], [-1.1226, -2.9229, -0.9806], [-0.0078, -2.4053, -0.4777], [-2.2193, -1.9071, -1.2567], [-3.3021, -2.2939, -1.6918], [-1.8168, -0.6591, -0.9773], [-2.7205, 0.4212, -1.1365], [-3.7356, 0.6258, -0.1990], [-3.8775, -0.3044, 0.9694], [-4.5842, 1.7134, -0.3649], [-4.4246, 2.5865, -1.4299], [-3.3984, 2.3825, -2.3380], [-2.5322, 1.3041, -2.2014], [-1.4021, 1.0877, -3.1671], [4.6729, 0.5822, -1.8422], [2.9684, 0.0952, -1.7828], [4.2239, -1.0577, -1.3380], [5.4812, 1.8336, -0.0069], [5.2905, 2.5991, 2.3382], [3.5479, 1.6405, 3.8064], [1.7311, 0.2083, 4.1829], [1.8917, -1.3368, 3.3288], [0.7131, -0.1430, 2.7829], [1.9822, -5.0357, -0.2074], [-0.0959, -6.1230, -1.1142], [-2.1038, -4.6967, -1.6219], [-2.9268, -0.3798, 1.5009], [-4.1661, -1.3036, 0.6348], [-4.6333, 0.0639, 1.6633], [-5.3703, 1.8829, 0.3622], [-5.0891, 3.4349, -1.5416], [-3.2553, 3.0736, -3.1614], [-1.3982, 1.8641, -3.9328], [-1.4848, 0.1149, -3.6564], [-0.4424, 1.1097, -2.6449], [-0.0896, 3.9677, 2.9350], [-0.3047, 3.4991, 1.2390], [-1.7400, 4.2840, 0.5370], [-0.4544, 1.9742, 1.0826], [0.2127, 1.5559, 0.0718], [-1.1561, 1.3461, 1.8542], [0.5574, 3.8562, 0.6902]], "lowdin_charge": [1.076, -0.038, -0.208, -0.061, -0.099, -0.058, -0.205, -0.031, -0.207, -0.023, -0.491, 0.027, -0.149, 0.009, -0.043, 0.010, -0.148, 0.001, -0.490, 0.029, -0.014, -0.203, -0.205, -0.036, -0.060, -0.113, -0.073, -0.213, -0.044, 0.070, 0.074, 0.078, 0.100, 0.092, 0.102, 0.075, 0.083, 0.058, 0.117, 0.105, 0.117, 0.067, 0.075, 0.074, 0.103, 0.093, 0.100, 0.070, 0.080, 0.059, 0.572, -1.005, 0.599, -0.791, -0.154, -0.006, 0.054]}